(1)
DFT (ωB97M-V with the def2-TZVPD basis set) results for a 7-piece molecular cluster, C6H25NO7 overall in a non-equilibrium geometry.

Energy: -824.9570 hartree
M: 223.27 g/mol
2S+1: 1
Total charge: 0
SMILES string: C=C(CCCO)NC.O.O.O.O.O.O
ΔE to the lowest compared entry with this formula, charge and spin: 364.7 kJ/mol

Last column: Löwdin charge in e.
Element x y z (Å)
C 1.5722 2.4247 -0.1752  0.016
C 1.3042 1.6766 0.8909  -0.398
C 2.2419 0.5198 1.1890  -0.135
C 1.7087 -0.9048 0.9075  -0.144
C 0.5719 -0.9514 -0.0957  -0.223
O -0.7052 -0.9272 0.5999  -0.084
N 0.2601 1.9653 1.7730  -0.049
C 0.3249 1.5856 3.2025  -0.075
H 1.1829 3.3803 -0.5268  0.064
H 2.2624 2.2193 -0.9780  0.064
H 3.1397 0.6444 0.5823  0.118
H 2.4345 0.6374 2.2576  0.099
H 1.2483 -1.2300 1.8504  0.109
H 2.5420 -1.6160 0.8811  0.121
H 0.4914 -1.8866 -0.6189  0.093
H 0.7237 -0.0798 -0.7421  0.088
H -0.6892 -0.0844 1.1064  0.065
H 0.0351 2.9501 1.7554  0.124
H -0.6493 1.6900 3.6704  0.081
H 0.8867 0.6696 3.4127  0.076
H 0.9880 2.3418 3.6794  0.094
O 0.1131 -3.5994 -2.3144  -0.046
H -0.2790 -2.7566 -2.1809  -0.040
H 1.0560 -3.5576 -2.3940  0.025
O -1.7566 -1.3971 -3.5778  -0.049
H -2.2681 -2.1218 -3.2325  0.038
H -2.1676 -0.5548 -3.3175  0.036
O -2.5716 -3.2067 1.3307  -0.042
H -2.0107 -2.8959 0.6365  -0.007
H -2.6822 -2.5068 1.9616  0.018
O -1.2723 1.1511 -1.9880  -0.055
H -1.3319 0.4887 -1.2629  0.034
H -0.6007 1.7014 -1.5678  0.013
O -3.1968 2.1617 1.3845  -0.065
H -2.3239 1.7459 1.5382  0.006
H -3.0195 3.0897 1.1905  0.034
O 0.8944 -1.2595 -3.4704  -0.063
H 1.0485 -0.9813 -4.3745  0.049
H 0.4939 -0.5255 -2.9831  0.012

=====

(2)
DFT (ωB97M-V with the def2-TZVPD basis set) results for a 6-piece molecular cluster, C6H26N2O5 overall in a non-equilibrium geometry.

Energy: -729.8510 hartree
M: 206.28 g/mol
2S+1: 1
Total charge: 0
SMILES string: CCNCCN(C)C.O.O.O.O.O
ΔE to the lowest compared entry with this formula, charge and spin: 214.8 kJ/mol

Last column: Löwdin charge in e.
Element x y z (Å)
C 2.1163 2.2938 0.9376  -0.087
C 2.0611 0.9519 1.6494  -0.260
N 1.6920 -0.1055 0.6808  -0.119
C 0.9498 -1.2515 1.2183  -0.181
C -0.5451 -0.8639 1.5261  -0.200
N -1.4292 -1.5817 0.6354  -0.266
C -1.9031 -2.8724 1.1251  -0.100
C -2.5796 -0.7413 0.2434  -0.087
H 2.3696 3.0987 1.6239  0.073
H 1.2673 2.5956 0.3323  0.073
H 2.9311 2.1764 0.2142  0.073
H 2.9979 0.6655 2.1121  0.112
H 1.2443 0.9944 2.3853  0.104
H 1.0536 0.3521 0.0363  0.077
H 1.3713 -1.6041 2.1601  0.115
H 0.9674 -2.0039 0.4478  0.100
H -0.7361 -1.0324 2.5912  0.117
H -0.5944 0.2074 1.3530  0.103
H -1.4083 -3.2502 2.0051  0.072
H -1.6984 -3.6383 0.3736  0.080
H -2.9557 -2.8692 1.4177  0.081
H -2.9872 -0.1704 1.0737  0.083
H -3.2630 -1.2949 -0.3900  0.090
H -2.1483 0.0465 -0.3878  0.051
O 2.1884 1.0632 -2.4185  -0.079
H 1.9861 0.9037 -3.3508  0.040
H 2.7156 0.2568 -2.2871  0.003
O 3.0761 -1.5556 -1.2818  -0.081
H 4.0091 -1.4050 -1.4494  0.042
H 2.8196 -1.2906 -0.3779  0.003
O -3.1505 2.7778 0.8266  -0.069
H -3.4703 3.0583 -0.0455  0.039
H -2.4385 2.2132 0.4933  0.002
O -2.1767 1.9074 -2.4782  -0.085
H -1.3275 1.4620 -2.2735  -0.009
H -2.4921 1.4253 -3.2427  0.025
O -0.2852 0.0818 -2.5180  -0.054
H 0.1746 -0.3700 -1.8019  0.040
H -0.4019 -0.6309 -3.1593  0.079

=====

(3)
DFT (ωB97M-V with the def2-TZVPD basis set) results for a 7-piece molecular cluster, C6H26NO6 overall in a non-equilibrium geometry.

Energy: -750.1035 hartree
M: 208.28 g/mol
2S+1: 1
Total charge: +1
ΔE to the lowest compared entry with this formula, charge and spin: 295.8 kJ/mol

Last column: Löwdin charge in e.
Element x y z (Å)
C 1.2246 -0.6691 -0.2556  -0.118
C 0.4852 -1.6294 -1.2016  -0.212
C -0.3666 -1.1571 -2.3314  -0.209
C -1.2574 1.2374 -2.2705  0.083
C -1.3278 -0.0962 -1.8646  -0.331
C -2.3664 -0.6523 -0.9094  -0.065
N 0.4900 -0.0788 0.9573  0.171
H 1.6225 0.2187 -0.8033  0.075
H 2.0259 -1.3414 0.1328  0.140
H 1.2790 -2.2677 -1.8285  0.163
H -0.0879 -2.3137 -0.6023  0.099
H 0.2318 -0.7857 -3.1875  0.120
H -0.8851 -2.0995 -2.7581  0.155
H -0.6246 1.7987 -2.8279  0.004
H -2.0370 1.9207 -1.8778  0.069
H -3.0706 -1.3600 -1.4418  0.114
H -1.9743 -1.3102 -0.1833  0.042
H -2.9860 0.1485 -0.5446  0.064
H 0.3088 0.9289 0.8592  0.100
H -0.3093 -0.5668 1.2572  0.064
H 1.2435 -0.1448 1.7306  0.129
H 1.9358 -1.4929 3.7374  0.092
H 2.8312 -0.2902 3.7600  0.092
O 1.9302 -0.5454 3.4160  -0.088
H -1.3724 -1.8509 3.3259  0.068
H -1.0491 -0.4321 3.3794  -0.029
O -0.8078 -1.1832 2.9783  0.019
H 1.7057 2.7563 -2.0789  0.036
H 1.9571 1.5944 -1.2891  0.081
O 1.6343 1.8408 -2.2315  -0.057
H -3.0425 0.5975 1.9579  0.041
H -3.1006 1.6949 2.9766  0.068
O -2.5364 1.0521 2.5927  0.010
H -1.1733 2.0081 1.9639  0.010
H -0.0248 3.1665 2.1622  0.011
O -0.2819 2.3636 1.8473  -0.013
H 3.8775 -0.6144 -3.2795  0.045
H 2.6249 0.1466 -2.7327  0.028
O 3.2738 -0.5919 -2.5350  -0.072